A cluster of 2 separate species, C5H12N3P in total, computed with the ωB97M-V functional and the def2-TZVPD basis.

Each line ends with the natural charge from an NBO analysis.
Element x y z (Å)
C 2.965 0.243 0.397  -0.2175
C -1.561 1.233 0.345  -0.4263
C 0.346 2.548 -0.651  -0.4392
C 0.267 -1.266 1.054  -0.4160
C -0.537 -2.522 -0.874  -0.4274
N 3.814 0.204 1.152  -0.6185
N -0.317 1.233 -0.520  -0.7582
N -0.088 -1.282 -0.336  -0.7653
P 0.312 -0.034 -1.338  1.4304
H -1.604 1.174 1.398  0.2246
H -2.268 1.984 -0.119  0.2195
H -2.097 0.316 0.059  0.2105
H -0.136 3.519 -0.495  0.2240
H 1.070 2.403 0.187  0.2481
H 0.760 2.623 -1.627  0.2144
H -0.441 -1.572 1.797  0.1949
H 1.115 -1.851 1.211  0.2286
H 0.496 -0.316 1.359  0.2302
H 0.130 -3.145 -1.506  0.2159
H -0.796 -3.192 0.006  0.2254
H -1.432 -2.300 -1.500  0.2019

Summary:
HOMO energy in eV: -8.56
Total charge: 0
Kohn-Sham gap in Ha: 0.26800
Energy in Eh: -703.18620

An isolated molecule of C5H12N4, computed with the ωB97M-V functional and the def2-TZVPD basis.

Each line ends with the natural charge from an NBO analysis.
Element x y z (Å)
C 2.356 -0.956 -0.506  -0.6842
C -1.503 0.716 -1.375  -0.6516
N -0.486 -1.138 -0.084  -0.4313
C 0.571 0.962 0.172  0.0392
C 1.270 -0.057 -0.133  0.1538
C -1.061 0.299 0.023  0.3467
N -0.419 -1.935 1.091  -0.6574
N 0.593 2.271 0.516  -0.8043
N -1.888 0.639 0.996  -0.8613
H -0.995 -1.686 -0.777  0.3729
H 0.249 -1.491 1.714  0.3524
H -1.324 -1.950 1.557  0.3538
H 1.437 2.665 0.901  0.3823
H -0.269 2.562 0.971  0.4068
H -1.638 0.176 1.872  0.3125
H 3.309 -0.451 -0.310  0.2444
H 2.343 -1.882 0.075  0.2346
H 2.332 -1.217 -1.568  0.2283
H -0.761 0.455 -2.132  0.2057
H -2.451 0.224 -1.606  0.2217
H -1.666 1.792 -1.400  0.2349

Summary:
HOMO energy (spin up / spin down) in eV: -7.54 / -7.54
Total charge: 0
Kohn-Sham gap (spin up / spin down) in Ha: 0.30065 / 0.30068
Energy in Eh: -416.55641

An isolated molecule of C5H12N4O, computed with the ωB97M-V functional and the def2-TZVPD basis.

Each line ends with the natural charge from an NBO analysis.
Element x y z (Å)
C 1.765 -2.003 0.204  -0.6248
C -1.141 0.455 0.050  0.0156
C -0.426 -0.758 0.154  0.2392
C -0.483 1.692 0.007  0.3991
C 0.924 -0.854 -0.310  -0.1678
N -0.998 -1.779 0.883  -0.7960
N -1.207 2.842 0.297  -0.8187
N 0.852 1.752 -0.152  -0.8225
N 1.158 -0.592 -1.726  -0.8273
O -2.519 0.456 0.345  -0.7181
H -2.639 0.718 1.268  0.4676
H -0.683 -2.714 0.680  0.3889
H -1.983 -1.693 1.075  0.3958
H -2.197 2.761 0.113  0.3989
H -0.813 3.696 -0.066  0.3828
H 1.238 0.606 0.059  0.3871
H 1.273 2.577 0.266  0.3704
H 0.295 -0.574 -2.256  0.3577
H 1.594 0.315 -1.867  0.3591
H 2.805 -1.844 -0.083  0.2220
H 1.711 -2.090 1.292  0.2052
H 1.475 -2.970 -0.232  0.1859

Summary:
HOMO energy in eV: -7.03
Total charge: 0
Kohn-Sham gap in Ha: 0.28271
Energy in Eh: -491.92930
SMILES string: C/C(N)=C(\N)C(O)=C(N)N

The ion C5H12N6O with charge +2, computed with the ωB97M-V functional and the def2-TZVPD basis.

Each line ends with the natural charge from an NBO analysis.
Element x y z (Å)
C -1.096 1.090 -1.655  0.3381
C 0.517 -2.036 -0.529  0.4182
C 1.603 -0.002 0.229  0.2386
C 0.159 0.670 0.432  0.1977
C -0.830 -0.461 0.648  0.6138
N -0.003 1.272 -0.960  -0.6121
N -0.597 -1.719 0.090  -0.5652
N 1.626 -1.331 -0.470  -0.4983
N -1.927 0.261 -1.195  -0.7279
N 0.194 1.569 1.454  -0.8098
N -1.770 -0.481 1.582  -0.6908
O 2.580 0.793 -0.334  -0.7397
H -1.230 1.634 -2.641  0.2471
H 0.519 -3.021 -0.942  0.2642
H 2.069 -0.319 1.142  0.2171
H 0.844 1.765 -1.221  0.4519
H -1.338 -2.444 0.391  0.4719
H 2.500 -1.450 -1.102  0.4939
H -2.835 -0.015 -1.490  0.4221
H 0.684 2.440 1.208  0.4278
H -0.769 1.872 1.845  0.3935
H -2.448 -1.244 1.634  0.4420
H -2.028 0.461 2.016  0.4503
H 3.576 0.695 -0.133  0.5558

Summary:
HOMO energy in eV: -17.26
Total charge: +2
Kohn-Sham gap in Ha: 0.31635
Energy in Eh: -600.83347
SMILES string: [H]/N=C/N[C@@]1(N)C(=[NH2+])NC=[NH+][C@H]1O

A cluster of 2 separate species, C5H12N6O in total, computed with the ωB97M-V functional and the def2-TZVPD basis.

Each line ends with the natural charge from an NBO analysis.
Element x y z (Å)
C 0.563 0.337 -1.648  0.7091
C 1.912 -0.817 0.058  0.7086
C -1.350 0.956 2.497  0.5394
C -0.561 -0.920 0.077  0.3563
C -1.903 0.136 -1.625  -0.4348
N 1.771 -0.047 -1.123  -0.5614
N -0.557 -0.157 -1.064  -0.4152
N 0.766 -1.284 0.502  -0.5818
N 3.040 -0.949 0.783  -0.7056
N -2.058 0.199 3.228  -0.7426
N 0.500 0.951 -2.827  -0.7320
O -0.770 0.660 1.403  -0.6843
H -1.171 1.979 2.761  0.1814
H -2.184 0.980 -1.100  0.2368
H -2.067 0.172 -2.679  0.2422
H -2.617 -0.552 -1.232  0.2758
H 2.579 0.285 -1.639  0.4561
H 0.791 -2.009 1.223  0.4501
H 3.967 -0.772 0.351  0.4518
H 3.034 -1.624 1.536  0.4466
H -2.469 0.704 4.067  0.4447
H -2.169 -0.862 3.119  0.4500
H 1.252 1.201 -3.489  0.4561
H -0.298 1.432 -3.177  0.4528

Summary:
HOMO energy in eV: -15.90
Total charge: +2
Kohn-Sham gap in Ha: 0.30915
Energy in Eh: -600.85739

The ion C5H12NO with charge -1, computed with the ωB97M-V functional and the def2-TZVPD basis.

Each line ends with the natural charge from an NBO analysis.
Element x y z (Å)
C -0.472 -2.340 0.336  0.0391
O -0.018 -3.270 1.134  -0.9355
C -0.194 -0.802 0.920  -0.4386
C -1.230 0.106 0.103  -0.4623
C -0.497 0.914 -1.032  -0.2310
C 1.731 1.390 -0.174  -0.4103
N 0.490 2.028 -0.535  -0.6481
H 0.034 -2.325 -0.659  0.0462
H -1.534 -2.408 0.062  0.0558
H 0.812 -0.512 0.654  0.1571
H -0.293 -0.678 1.964  0.1789
H -2.021 -0.584 -0.260  0.2024
H -1.878 0.560 0.835  0.1918
H -1.169 1.490 -1.688  0.1777
H 0.080 0.209 -1.648  0.1923
H 1.742 0.294 0.107  0.1933
H 2.155 2.005 0.831  0.1714
H 2.231 1.538 -1.205  0.1837
H 0.033 2.383 0.256  0.3363

Summary:
HOMO energy in eV: -2.14
Total charge: -1
Kohn-Sham gap in Ha: 0.22169
Energy in Eh: -327.59051
SMILES string: CNCCCC[O-]

The ion C5H12NO with charge -1, computed with the ωB97M-V functional and the def2-TZVPD basis.

Each line ends with the natural charge from an NBO analysis.
Element x y z (Å)
C -0.069 0.695 -0.770  -0.2394
N 1.371 0.381 -0.733  -0.7075
C 2.171 1.716 -0.825  0.1501
O 1.764 2.650 -0.020  -0.9272
C -0.856 0.345 0.503  -0.4065
C -0.644 -1.084 1.040  -0.4116
C -1.619 -2.087 0.435  -0.6020
H -0.509 0.138 -1.604  0.1444
H -0.143 1.773 -0.898  0.2200
H 1.588 0.147 0.236  0.3173
H 2.150 1.921 -1.940  0.0418
H 3.218 1.314 -0.700  0.0549
H -0.548 1.073 1.255  0.2147
H -1.914 0.537 0.292  0.1755
H -0.668 -1.101 2.130  0.1851
H 0.367 -1.354 0.753  0.2098
H -1.776 -1.921 -0.636  0.2037
H -1.278 -3.122 0.571  0.1912
H -2.604 -2.020 0.909  0.1857

Summary:
HOMO energy in eV: -2.56
Total charge: -1
Kohn-Sham gap in Ha: 0.23397
Energy in Eh: -327.68068
SMILES string: CCCCNC[O-]

The ion C5H12NO with charge +1, computed with the ωB97M-V functional and the def2-TZVPD basis.

Each line ends with the natural charge from an NBO analysis.
Element x y z (Å)
C -1.642 1.549 -0.650  0.4677
C -1.598 -0.907 0.491  -0.6568
C -0.029 -0.431 -1.441  -0.6580
C 1.733 0.615 0.553  -0.4239
C -0.651 0.069 -0.160  0.0711
N 0.282 0.676 0.825  -0.5343
O -1.350 2.540 -0.074  -0.4913
H -2.395 1.386 -1.411  0.1744
H -2.063 -0.491 1.382  0.2297
H -1.084 -1.829 0.757  0.2356
H -2.390 -1.167 -0.205  0.2533
H -0.825 -0.698 -2.130  0.2530
H 0.570 -1.326 -1.277  0.2351
H 0.584 0.323 -1.924  0.2319
H 1.979 1.203 -0.328  0.2374
H 2.282 1.020 1.402  0.2459
H 2.046 -0.415 0.392  0.2341
H 0.096 0.257 1.743  0.4375
H -0.012 1.687 0.887  0.4577

Summary:
HOMO energy in eV: -14.26
Total charge: +1
Kohn-Sham gap in Ha: 0.40027
Energy in Eh: -327.42823
SMILES string: C[NH2+]C(C)(C)C=O

The ion C5H12NO with charge +1, computed with the ωB97M-V functional and the def2-TZVPD basis.

Each line ends with the natural charge from an NBO analysis.
Element x y z (Å)
C 0.081 -0.184 0.156  0.7642
C 0.784 -1.365 0.640  -0.7464
C -1.145 1.315 -1.273  -0.4268
C -0.498 -0.910 -2.021  -0.4238
C 0.956 0.949 2.382  -0.2676
N -0.471 0.081 -0.956  -0.3066
O -0.056 0.916 1.444  -0.5098
H 1.806 -1.096 0.921  0.2888
H 0.811 -2.191 -0.062  0.2594
H 0.301 -1.706 1.558  0.2934
H -1.294 1.916 -0.380  0.2652
H -2.106 1.086 -1.733  0.2402
H -0.544 1.870 -1.994  0.2413
H -1.457 -1.439 -1.991  0.2443
H 0.301 -1.642 -1.927  0.2356
H -0.401 -0.414 -2.984  0.2476
H 0.947 0.094 3.063  0.1810
H 0.724 1.856 2.949  0.2366
H 1.948 1.080 1.939  0.1832

Summary:
HOMO energy in eV: -14.81
Total charge: +1
Kohn-Sham gap in Ha: 0.39569
Energy in Eh: -327.38710
SMILES string: COC(C)=[N+](C)C

A cluster of 2 separate species, C5H12NO in total, computed with the ωB97M-V functional and the def2-TZVPD basis.

Each line ends with the natural charge from an NBO analysis.
Element x y z (Å)
C -0.283 -0.710 0.727  0.4052
C -1.189 -0.880 1.895  -0.6694
C 1.079 -1.318 0.856  -0.6696
C -0.869 1.646 -0.445  -0.4725
C 1.358 0.736 -2.431  -0.2083
N -0.275 0.374 -0.226  0.0586
O -0.809 -0.870 -0.523  -0.2511
H -1.075 -0.101 2.616  0.2545
H -1.238 -1.859 2.307  0.2696
H -2.161 -0.846 1.385  0.2379
H 1.671 -0.895 0.111  0.2199
H 1.032 -2.465 0.740  0.2592
H 1.763 -1.123 1.718  0.2615
H -1.378 2.008 0.452  0.2522
H -0.095 2.450 -0.608  0.2564
H -1.630 1.504 -1.253  0.2633
H 1.133 1.622 -1.911  0.1612
H 2.216 0.279 -2.170  0.1772
H 0.750 0.447 -3.239  0.1943

Summary:
HOMO energy (spin up / spin down) in eV: -15.34 / -13.50
Total charge: +1
Kohn-Sham gap (spin up / spin down) in Ha: 0.37663 / 0.23025
Energy in Eh: -327.19949

A cluster of 2 separate species, C5H12NO in total, computed with the ωB97M-V functional and the def2-TZVPD basis.

Each line ends with the natural charge from an NBO analysis.
Element x y z (Å)
C -0.399 -2.977 1.197  -0.6264
C -0.394 -2.044 -0.052  -0.4858
C 0.658 -0.991 -0.079  -0.0730
C 0.508 0.230 -0.633  -0.0651
N 1.441 1.202 -0.163  -0.4547
C 1.174 2.481 -0.131  0.0988
H -0.008 -2.589 2.167  0.2200
H 0.259 -3.847 1.206  0.2277
H -1.381 -3.324 1.495  0.2378
H -1.361 -1.548 0.046  0.2332
H -0.516 -2.642 -0.961  0.2614
H 1.628 -1.343 0.259  0.2303
H 0.247 0.444 -1.667  0.2510
H 1.806 0.810 0.771  0.4510
H 0.212 3.042 -0.333  0.2669
H 2.096 3.076 0.058  0.2205
H -2.650 2.260 -1.059  0.4860
H -2.775 1.535 0.269  0.4867
O -2.122 1.928 -0.321  -0.9661

Summary:
HOMO energy in eV: -13.63
Total charge: +1
Kohn-Sham gap in Ha: 0.29495
Energy in Eh: -327.32887

A cluster of 2 separate species, C5H12NO in total, computed with the ωB97M-V functional and the def2-TZVPD basis.

Each line ends with the natural charge from an NBO analysis.
Element x y z (Å)
C 1.239 0.394 -1.579  -0.0322
C -0.861 0.397 0.283  0.3894
C -0.747 -2.072 0.734  -0.6032
C 1.632 1.639 0.439  -0.4315
C -1.600 -0.886 0.297  -0.6032
N 1.260 0.447 -0.291  -0.3658
O -1.423 1.454 -0.139  -0.6172
H 1.160 -0.547 -2.094  0.2208
H 1.231 1.306 -2.156  0.2187
H 0.014 -2.304 -0.008  0.1944
H -1.364 -2.956 0.856  0.2469
H -0.270 -1.859 1.687  0.2210
H 1.164 2.518 0.001  0.2382
H 1.320 1.550 1.475  0.2491
H 2.716 1.765 0.395  0.2377
H -2.428 -0.754 1.009  0.2701
H -2.074 -1.077 -0.675  0.2349
H 1.382 -0.422 0.231  0.4526
H -2.352 1.407 -0.465  0.4793

Summary:
HOMO energy in eV: -12.36
Total charge: +1
Kohn-Sham gap in Ha: 0.29057
Energy in Eh: -327.31980

Table of energy above the lowest of the compared OMol25 structures with the same formula, charge and spin (kcal/mol), in record order: 5.9 118.6 31.3 50.5 35.5 66.2 9.6 19.7 45.5 163.2 82.0 87.7